C32H46BF2N2O2SeSn as an isolated structure, computed with ωB97M-V/def2-TZVPD.

Computed properties:
Orbital gap (Ha): 0.253
LUMO level (eV): -3.72
Charge: +1
Energy (eV): -118293.49815
F_max (eV/Å): 1.34
Energy above the lowest of the compared OMol25 structures with the same formula, charge and spin (kJ/mol): 221.22

```
87
Properties=species:S:1:pos:R:3:forces:R:3
Sn 0.01284 -0.09536 -0.01494 0.4 -0.2 1.3
C 6.22428 0.06064 4.23573 0.0 0.0 0.0
C 4.94176 0.01006 5.06499 -0.1 0.1 0.0
C 4.89455 1.24352 5.97790 0.0 0.0 0.0
C 4.96330 -1.26506 5.91923 0.0 0.0 0.0
C 3.69633 -0.01003 4.17934 0.0 0.0 0.1
C 3.74744 0.06982 2.79961 -0.1 -0.1 0.0
C 2.57623 -0.07114 2.06621 0.1 -0.1 0.0
Se 2.73021 0.13355 0.15630 0.2 -0.2 0.1
C 2.59292 2.02981 0.09968 -0.1 0.0 -0.3
C 3.77610 2.75094 0.05138 0.0 -0.1 0.0
C 3.73297 4.13032 -0.00877 0.0 0.1 0.0
C 2.47034 4.70684 -0.08655 0.1 0.0 -0.1
C 1.26023 4.01724 -0.08233 -0.1 -0.1 0.4
C 1.32129 2.61404 0.06936 0.0 0.1 0.0
O 0.19555 1.85766 0.24633 -0.1 0.4 -0.7
C 0.00160 4.90688 -0.10188 0.1 0.1 -0.1
C -1.32466 4.16130 -0.16101 0.0 0.0 0.0
C 0.05564 5.81896 -1.33966 -0.1 0.0 0.0
C -0.00554 5.76214 1.17653 0.0 0.0 0.0
C 4.98055 5.01247 0.02144 -0.1 0.0 0.0
C 6.26136 4.17983 0.06169 0.0 0.0 0.0
C 5.00883 5.89849 -1.23216 0.0 0.0 0.0
C 4.92632 5.89217 1.27869 0.0 0.0 0.0
C 1.32705 -0.29738 2.64730 0.0 0.1 -0.1
O 0.25535 -0.58051 1.88525 -0.2 -0.1 0.3
C 1.23604 -0.23466 4.04965 -0.1 0.0 0.1
C 2.42983 -0.12635 4.75420 0.1 0.1 0.0
C -0.06982 -0.26982 4.86925 0.1 -0.1 0.0
C -0.09457 0.96126 5.79023 0.0 0.0 0.0
C -1.36271 -0.23015 4.04516 0.0 0.0 0.0
C -0.08730 -1.54890 5.71870 0.0 0.0 0.0
H 7.08892 0.03704 4.89993 0.0 0.0 0.0
H 6.29957 -0.79548 3.56153 0.0 0.0 0.0
H 6.28695 0.97766 3.64470 0.0 0.0 0.0
H 5.80974 1.31080 6.56966 0.0 0.0 0.0
H 4.79874 2.15727 5.38790 0.0 0.0 0.0
H 4.05172 1.19766 6.66978 0.0 0.0 0.0
H 5.87116 -1.29647 6.52497 0.0 0.0 0.0
H 4.10886 -1.31213 6.59572 0.0 0.0 0.0
H 4.94232 -2.15431 5.28610 0.0 0.0 0.0
H 4.68509 0.20815 2.27872 0.0 0.0 0.0
H 4.71611 2.21755 0.07371 0.0 0.0 0.0
H 2.42259 5.78523 -0.15289 0.0 0.0 0.0
H -1.40866 3.58844 -1.08801 0.0 0.0 0.0
H -1.44355 3.49332 0.68874 0.0 0.0 0.0
H -2.13381 4.89441 -0.13804 0.0 0.0 -0.1
H 0.07813 5.22419 -2.25520 0.0 0.0 0.0
H -0.83492 6.45054 -1.36841 0.0 0.0 0.0
H 0.92444 6.47556 -1.34230 0.0 0.0 0.0
H 0.01011 5.12418 2.06308 0.0 0.0 0.0
H 0.85792 6.42553 1.22619 0.0 0.0 0.0
H -0.90759 6.37675 1.21164 0.0 0.0 0.0
H 6.34318 3.52196 -0.80651 0.0 0.0 0.0
H 7.12640 4.84370 0.05682 0.0 0.0 0.0
H 6.31653 3.57151 0.96770 0.0 0.0 0.0
H 4.97061 5.28857 -2.13686 0.0 0.0 0.0
H 4.16586 6.59072 -1.25728 0.0 0.0 0.0
H 5.92606 6.48971 -1.25437 0.0 0.0 0.0
H 4.83954 5.27721 2.17689 0.0 0.0 0.0
H 5.83729 6.48869 1.35927 0.0 0.0 0.0
H 4.07666 6.57681 1.25430 0.0 0.0 0.0
H 2.37225 -0.12435 5.83556 0.0 0.0 0.0
H -0.05179 1.88139 5.20342 0.0 0.0 0.0
H -1.02016 0.96809 6.36976 0.0 0.0 0.0
H 0.73564 0.97174 6.49556 0.0 0.0 0.0
H -1.39947 0.64539 3.39442 0.0 0.0 0.0
H -1.47897 -1.12094 3.43050 0.0 0.0 0.0
H -2.20469 -0.17558 4.73932 0.0 0.0 0.0
H 0.75584 -1.58513 6.40974 0.0 0.0 0.0
H -1.00664 -1.59610 6.30708 0.0 0.0 0.0
H -0.04029 -2.43519 5.08236 0.0 0.0 0.0
C -5.39313 -1.38426 0.78641 0.1 0.0 0.0
N -4.24991 -0.51750 0.50205 -0.1 0.0 0.0
C -4.30017 0.81237 0.15610 0.0 0.0 0.0
C -3.01691 1.22023 -0.01188 0.0 -0.1 0.0
N -2.18401 0.14867 0.23073 -0.1 0.1 -0.2
C -2.96665 -0.87938 0.53180 0.1 0.0 0.1
H -6.30141 -0.79654 0.70496 0.0 0.0 0.0
H -5.31448 -1.78534 1.79379 0.0 0.0 0.0
H -5.42931 -2.20131 0.07002 0.0 0.0 0.0
H -5.23158 1.34266 0.06233 0.0 0.0 0.0
H -2.63252 2.18706 -0.26874 0.0 0.0 0.0
H -2.63318 -1.87186 0.79444 0.0 0.0 0.0
F -0.46255 -2.68764 -1.76154 0.0 -0.2 0.1
B -0.28531 -2.28964 -0.52317 -0.1 0.2 -1.0
F -0.36250 -3.13590 0.46623 0.0 0.0 0.1
```
Forces are in eV/Å.

For each atom in turn, the Löwdin charge in e is: Sn 1.260; C -0.063; C -0.557; C -0.039; C -0.040; C -0.158; C -0.053; C -0.372; Se 1.212; C -0.405; C -0.051; C -0.154; C 0.023; C -0.065; C -0.291; O -0.249; C -0.528; C -0.081; C -0.038; C -0.031; C -0.555; C -0.061; C -0.038; C -0.037; C -0.311; O -0.283; C -0.069; C 0.028; C -0.525; C -0.042; C -0.063; C -0.036; H 0.090; H 0.090; H 0.084; H 0.089; H 0.090; H 0.079; H 0.089; H 0.078; H 0.094; H 0.098; H 0.099; H 0.103; H 0.087; H 0.072; H 0.097; H 0.095; H 0.091; H 0.077; H 0.095; H 0.081; H 0.090; H 0.090; H 0.090; H 0.085; H 0.094; H 0.078; H 0.090; H 0.092; H 0.090; H 0.080; H 0.106; H 0.094; H 0.089; H 0.077; H 0.085; H 0.073; H 0.087; H 0.081; H 0.089; H 0.093; C 0.024; N -0.094; C -0.009; C -0.065; N -0.042; C -0.130; H 0.098; H 0.103; H 0.103; H 0.135; H 0.076; H 0.149; F 0.210; B -0.653; F 0.241